(1)
The following is a quantum chemistry calculation of the molecule C7H12, from the Open Molecules 2025 dataset.

Last column: Löwdin charge in e.
CARTESIAN COORDINATES (ANGSTROEM)
C1 3.11224 -0.92093 1.22541  -0.11
C2 2.57636 0.05943 0.28485  -0.10
C3 1.87385 0.66866 -0.48463  -0.05
C4 0.62590 0.59689 -1.26180  -0.21
C5 -0.61399 0.93156 -0.38769  -0.22
C6 -1.58523 -0.24259 -0.40700  -0.29
C7 -2.89580 0.04524 0.31305  -0.12
H1 3.93094 -0.50831 1.81924  0.07
H2 3.46165 -1.82283 0.69828  0.08
H3 2.29032 -1.21037 1.90150  0.08
H4 0.59613 -0.48032 -1.50272  0.11
H5 0.63427 1.14742 -2.20924  0.10
H6 -0.33429 1.14080 0.65518  0.11
H7 -1.12459 1.83659 -0.73708  0.11
H8 -1.07519 -1.10400 0.04836  0.11
H9 -1.77997 -0.51184 -1.45332  0.11
H10 -2.71654 0.27088 1.37062  0.07
H11 -3.39861 0.91370 -0.12984  0.07
H12 -3.57743 -0.80999 0.25682  0.07

Atomic forces in eV per Å
0.2 0.1 0.2
-0.3 0.2 -0.2
0.2 -0.9 0.4
-0.1 0.2 -0.1
-0.1 0.1 0.0
0.0 0.0 -0.1
0.0 0.0 0.0
0.0 -0.2 0.0
0.0 0.3 0.2
0.4 0.0 -0.1
-0.3 0.4 -0.3
0.0 0.0 0.3
0.1 -0.1 -0.3
0.1 -0.1 -0.1
-0.2 0.1 -0.1
-0.1 0.0 0.1
-0.1 0.0 -0.1
0.1 -0.2 0.1
0.1 0.1 0.0

Output
SMILES: CC#CCCCC
LUMO level in eV: 1.0245
ΔE to the lowest compared entry with this formula, charge and spin in eV: 2.055
E in eV: -7451.3768

(2)
The following is a quantum chemistry calculation of a structure of composition C33H19F4N12O2Ti, from the Open Molecules 2025 dataset.

Last column: Löwdin charge in e.
CARTESIAN COORDINATES (ANGSTROEM)
Ti1 -0.21552 -0.08909 0.25889  1.29
C1 -4.93543 -2.85363 -0.92776  -0.03
N1 -3.75329 -1.97699 -0.94131  -0.06
C2 -2.64224 -2.09516 -0.22977  -0.05
N2 -1.81904 -1.08102 -0.55268  -0.05
C3 -2.54464 -0.35961 -1.48777  -0.16
N3 -3.70134 -0.89082 -1.72745  0.19
C4 -4.57412 -4.29695 -0.66897  -0.22
C5 -5.35274 -5.07978 0.17600  -0.02
C6 -5.02599 -6.41205 0.39065  -0.03
C7 -3.91160 -6.97335 -0.21065  0.02
C8 -3.12148 -6.18797 -1.04829  -0.12
C9 -3.47109 -4.85900 -1.28879  0.00
C10 -1.91163 -6.69295 -1.66250  -0.27
N4 -1.46220 -7.90595 -1.78693  0.14
N5 -0.28106 -7.83812 -2.43326  0.14
C11 -0.04163 -6.58374 -2.68393  -0.27
O1 -1.04437 -5.80564 -2.21126  0.10
C12 1.08420 -5.96409 -3.34848  -0.13
C13 2.13939 -6.72687 -3.84645  0.02
C14 3.19219 -6.09157 -4.48332  -0.02
C15 3.21023 -4.70955 -4.61309  -0.01
C16 2.16646 -3.94566 -4.10242  -0.20
C17 2.17581 -2.43781 -4.24761  -0.03
N6 1.86720 -1.77672 -2.97653  -0.06
C18 0.74017 -1.24006 -2.55305  -0.06
N7 0.92465 -0.76852 -1.30095  -0.06
C19 2.25457 -1.07664 -1.03926  -0.15
N8 2.81738 -1.69303 -2.02558  0.20
C20 1.10386 -4.57573 -3.48062  0.01
H1 -5.41589 -2.73164 -1.89878  0.15
H2 -5.62910 -2.48770 -0.17029  0.14
H3 -2.46924 -2.89133 0.47403  0.14
H4 -2.19944 0.54706 -1.96534  0.14
H5 -6.22801 -4.65513 0.65361  0.12
H6 -5.64674 -7.01141 1.04258  0.13
H7 -3.64152 -8.00641 -0.03670  0.13
H8 -2.87111 -4.28185 -1.98282  0.12
H9 2.11335 -7.80240 -3.73512  0.13
H10 4.00991 -6.67582 -4.88181  0.13
H11 4.03624 -4.23031 -5.12482  0.13
H12 1.44923 -2.10794 -4.99043  0.15
H13 3.16712 -2.10185 -4.54352  0.14
H14 -0.16348 -1.17172 -3.13737  0.16
H15 2.80123 -0.81849 -0.14737  0.13
H16 0.26643 -4.00339 -3.09552  0.11
F1 0.58939 1.61387 5.78318  0.21
C21 0.28598 0.64151 4.97080  -0.12
C22 -0.59208 -0.32634 5.38045  -0.11
F2 -1.08431 -0.25074 6.58330  0.21
C23 -1.08458 -1.37516 4.52847  0.02
C24 -0.48208 -1.38539 3.23726  -0.11
C25 0.48178 -0.49192 2.89502  -0.10
F3 1.13851 -0.82104 1.68401  0.00
C26 0.83605 0.65656 3.65405  0.01
C27 1.50464 1.74997 3.05412  -0.08
C28 1.43540 1.71513 1.65862  -0.03
N9 1.16891 1.46205 0.55639  0.17
C29 2.08798 2.81344 3.78316  -0.12
N10 2.57995 3.65745 4.39302  0.29
F4 -0.77657 -2.24539 2.25448  0.12
C30 -2.05194 -2.29947 4.94791  -0.05
C31 -2.48220 -2.43573 6.28455  -0.10
N11 -2.80965 -2.62449 7.37501  0.32
C32 -2.65821 -3.17007 4.00310  -0.11
N12 -3.15124 -3.81176 3.18636  0.27
C33 -2.06834 2.06924 1.29964  0.00
O2 -1.30983 0.88647 1.04779  -0.30
H17 -1.87086 2.41967 2.31404  0.11
H18 -3.13377 1.85878 1.20047  0.12
H19 -1.78021 2.84530 0.58909  0.12

Atomic forces in eV per Å
0.7 -1.4 -0.5
-0.6 -0.5 -0.1
0.5 0.0 0.4
-0.2 0.0 -0.1
-0.1 0.1 -0.4
0.0 -0.1 0.1
-0.1 0.2 -0.3
0.1 0.0 0.2
0.0 0.2 0.0
-0.1 0.0 0.0
0.1 0.0 -0.1
-0.2 0.4 0.1
0.1 -0.2 0.0
0.8 -0.9 -0.4
-1.2 0.4 0.6
1.1 0.5 -0.6
-0.7 -1.0 0.4
-0.1 0.6 -0.1
0.2 0.4 -0.1
-0.1 0.1 0.0
0.0 -0.1 0.0
0.0 0.2 0.0
0.1 0.0 0.1
0.1 -0.6 -0.5
-0.5 0.3 0.2
0.2 -0.1 -0.2
0.1 0.1 0.0
0.2 0.0 -0.3
0.3 0.0 0.1
0.0 -0.2 0.0
0.1 0.1 0.0
0.1 0.1 0.0
0.1 -0.1 0.0
0.0 0.0 -0.1
0.0 0.0 0.0
0.0 0.0 0.0
0.0 0.0 0.0
0.0 0.0 0.0
0.0 0.0 0.0
0.0 0.0 0.0
0.0 0.0 0.0
0.0 0.1 0.1
0.0 0.1 0.0
0.0 -0.1 0.0
-0.1 0.0 0.1
0.0 0.0 0.0
0.0 0.2 0.1
0.1 -0.2 0.1
0.1 0.1 0.1
0.0 0.1 0.2
-0.4 -0.3 0.2
0.6 0.3 -0.8
-0.5 -0.8 0.7
-0.6 0.1 0.3
0.3 0.4 -0.6
-0.1 -0.6 0.9
0.1 0.2 -0.6
0.3 0.3 0.0
0.1 0.3 0.0
-0.1 -0.1 -0.1
-0.2 -0.3 0.5
0.5 0.4 -0.3
0.0 0.0 0.3
0.0 0.0 -0.2
0.0 -0.1 -0.2
0.0 0.0 -0.1
-0.6 0.7 0.2
-0.7 1.1 0.5
0.1 -0.2 0.0
0.1 -0.2 -0.1
0.1 -0.1 0.0

Output
LUMO level (spin up / spin down) in eV: -12.5735 / -12.8032
Total charge: +3
ΔE to the lowest compared entry with this formula, charge and spin in eV: 2.836
E in eV: -90457.7009

(3)
The following is a quantum chemistry calculation of a cluster of 2 separate species, C2H4N4O in total, from the Open Molecules 2025 dataset.

Last column: Löwdin charge in e.
CARTESIAN COORDINATES (ANGSTROEM)
C1 -1.20591 -0.89932 -1.89598  -0.18
C2 0.06827 0.14872 0.24032  -0.26
N1 -0.89871 -1.20539 -3.21427  0.04
N2 -2.48262 -0.77683 -1.71971  0.08
N3 -1.99505 -1.24572 -3.83466  0.04
N4 0.26614 -0.96913 -0.56059  0.01
O1 -3.01076 -0.95530 -2.93994  -0.08
H1 0.96390 0.15970 0.90885  0.10
H2 0.03409 1.10845 -0.26123  0.06
H3 -1.04624 0.12357 0.64800  0.12
H4 1.14721 -1.08217 -1.04820  0.07

Atomic forces in eV per Å
3.5 -0.7 1.8
-1.8 1.6 1.2
-0.8 0.0 0.2
0.9 0.3 0.8
0.5 0.3 0.4
-4.3 -2.0 -3.4
0.3 -0.3 -0.4
-1.2 0.1 0.3
0.5 0.4 -0.4
2.6 -0.3 0.2
-0.3 0.6 -0.7

Output
LUMO level in eV: -0.0475
ΔE to the lowest compared entry with this formula, charge and spin in eV: 6.528
E in eV: -10140.6064

(4)
The following is a quantum chemistry calculation of a structure of composition C21H18InN5O4, from the Open Molecules 2025 dataset.

Last column: Löwdin charge in e.
CARTESIAN COORDINATES (ANGSTROEM)
In1 0.36174 0.12591 0.06807  0.94
O1 -3.66561 1.25386 0.93840  0.06
C1 -2.46084 1.15767 0.74287  -0.47
N1 -1.67654 0.07506 0.80241  0.01
C2 -2.20647 -1.23448 0.76705  -0.23
C3 -3.26506 -1.66028 1.55789  -0.02
C4 -3.71642 -2.97027 1.47298  -0.09
C5 -3.11012 -3.85823 0.59703  -0.09
C6 -2.04996 -3.45035 -0.20105  -0.01
C7 -1.58628 -2.13932 -0.12617  -0.21
N2 -0.49769 -1.62814 -0.85314  0.02
C8 -0.00984 -2.14256 -1.98195  -0.47
O2 -0.36146 -3.13630 -2.60806  0.05
C9 1.15099 -1.32082 -2.53941  -0.16
C10 1.74955 -1.70676 -3.72717  0.02
C11 2.80939 -0.96044 -4.21127  -0.03
C12 3.25357 0.13821 -3.48833  -0.04
C13 2.61324 0.45758 -2.30776  -0.09
N3 1.57499 -0.25187 -1.85541  0.05
C14 -1.69918 2.41631 0.33497  -0.16
C15 -2.31512 3.65329 0.42326  0.02
C16 -1.60952 4.77700 0.03137  -0.03
C17 -0.30716 4.63522 -0.42926  -0.04
C18 0.23981 3.36879 -0.48662  -0.09
N4 -0.45136 2.28399 -0.12810  0.05
H1 -3.74165 -0.94906 2.21685  0.11
H2 -4.54824 -3.29171 2.08612  0.10
H3 -3.46686 -4.87769 0.52555  0.10
H4 -1.58903 -4.13015 -0.90113  0.10
H5 1.36453 -2.58142 -4.23038  0.12
H6 3.29203 -1.23688 -5.13961  0.11
H7 4.08779 0.73520 -3.82794  0.11
H8 2.92916 1.27903 -1.67771  0.11
H9 -3.32893 3.69226 0.79378  0.12
H10 -2.06318 5.75770 0.09052  0.11
H11 0.28015 5.49023 -0.73155  0.11
H12 1.26147 3.20089 -0.80059  0.11
N5 0.88343 -1.28910 1.88686  0.00
C19 2.04874 -0.88743 2.70213  -0.22
C20 2.04460 0.61371 2.96827  -0.10
C21 2.57279 1.44394 1.80048  -0.62
O3 3.40598 2.30414 1.98922  0.07
O4 2.09227 1.16375 0.61522  -0.14
H13 0.03436 -1.26491 2.44719  0.10
H14 0.97361 -2.24421 1.55463  0.11
H15 2.95050 -1.16698 2.15628  0.13
H16 2.05752 -1.42950 3.65014  0.12
H17 2.67042 0.85006 3.82576  0.12
H18 1.02389 0.93506 3.20732  0.13

Atomic forces in eV per Å
-0.1 0.0 0.1
0.1 0.0 0.0
-0.1 0.0 0.0
0.1 0.0 -0.1
0.0 0.0 0.0
0.0 0.0 0.0
0.0 0.0 0.0
0.0 0.0 0.0
0.0 0.0 0.0
0.0 0.0 0.0
0.1 0.0 -0.1
-0.1 0.0 0.0
0.0 0.0 0.0
0.0 0.0 0.0
0.0 0.0 0.0
0.0 0.0 0.0
0.0 0.0 -0.1
0.0 0.0 0.1
-0.1 0.0 -0.1
0.0 -0.1 0.0
0.0 0.0 0.0
0.0 0.0 0.0
0.0 0.0 0.0
0.0 0.0 0.0
0.0 0.0 0.0
0.0 0.0 0.0
0.0 0.0 0.0
0.0 0.0 0.0
0.0 0.0 0.0
0.0 0.0 0.0
0.0 0.0 0.0
0.0 0.0 0.0
0.0 0.0 0.0
0.0 0.0 0.0
0.0 0.0 0.0
0.0 0.0 0.0
0.0 0.0 0.0
0.0 0.1 0.0
0.0 0.0 0.0
0.0 0.0 0.0
0.0 0.1 -0.1
0.0 0.0 0.0
0.1 -0.1 0.1
0.0 0.0 0.0
0.0 0.0 0.0
0.0 0.0 0.0
0.0 0.0 0.0
0.0 0.0 0.0
0.0 0.0 0.0

Output
LUMO level in eV: -0.1290
E in eV: -42887.1682

In the order shown, the computed maximum force values come out to 1.03; 1.61; 5.85; 0.15 eV Å⁻¹.